Computed, not measured: a 10-piece molecular cluster, C39H54F27O22P overall, with ωB97M-V with the def2-TZVPD basis set.

Last column: Mulliken charge in e.
Element x y z (Å)
1 C -2.7744 7.3633 4.6188  -0.780
2 O -1.7057 7.0780 3.7778  -0.369
3 P -1.8297 5.9807 2.5442  0.819
4 O -2.5646 4.6986 2.7816  -0.434
5 O -0.2710 5.8251 2.1117  -0.295
6 C 0.0649 5.6751 0.7665  -0.259
7 O -2.4634 6.8979 1.3601  -0.265
8 C -3.8965 7.0507 1.3615  -0.782
9 H -3.1648 8.3724 4.4871  0.270
10 H -2.4041 7.1098 5.6122  0.291
11 H -3.6361 6.7194 4.4431  0.343
12 H 1.0457 6.0798 0.5169  0.117
13 H -0.5482 6.2931 0.1105  0.436
14 H 0.0304 4.6466 0.4072  0.100
15 H -4.2343 7.8994 1.9564  0.252
16 H -4.3866 6.1478 1.7256  0.376
17 H -4.2442 7.3509 0.3731  0.281
18 C -0.7098 1.7328 -0.3810  -0.071
19 C -1.3158 0.5500 0.4346  -0.616
20 O -0.4020 -0.4444 0.8930  0.226
21 C 0.5048 -1.0873 0.0674  0.147
22 O 0.4458 -1.2608 -1.1250  -0.664
23 C 1.6966 -1.6491 0.9337  0.494
24 F 2.8050 -1.4076 0.3040  -0.145
25 F 1.7103 -0.9925 2.1413  -0.169
26 F 1.5682 -2.9475 1.0753  -0.114
27 H -0.0864 1.3108 -1.1693  0.236
28 H -0.0771 2.3314 0.2743  -0.326
29 H -1.5169 2.3562 -0.7659  0.237
30 H -2.2060 0.1199 -0.0243  0.366
31 H -1.6411 0.8666 1.4256  0.150
32 C 5.6960 4.8306 0.0500  -1.184
33 C 4.3555 5.4249 0.4303  -0.120
34 O 3.7219 4.7862 1.4099  -0.255
35 C 3.1886 3.5245 1.3177  0.169
36 O 3.0520 2.7707 0.3217  -0.409
37 C 2.6013 2.9960 2.6048  0.958
38 F 2.7568 3.8879 3.5939  -0.276
39 F 1.3646 2.6028 2.4456  -0.155
40 F 3.3892 1.9509 2.9668  -0.267
41 H 5.6419 3.7631 -0.1636  0.332
42 H 6.4352 5.0834 0.8101  0.305
43 H 5.9718 5.2443 -0.9199  0.376
44 H 3.6700 5.6990 -0.3716  0.222
45 H 4.6757 6.4160 0.7515  0.338
46 C 3.1608 -6.3853 2.3724  -1.229
47 C 3.7140 -5.5494 1.1951  0.256
48 O 4.7183 -4.7269 1.8743  -0.276
49 C 5.2332 -3.5527 1.2926  0.296
50 O 5.0247 -3.3096 0.0929  -0.542
51 C 5.9682 -2.6908 2.3042  0.880
52 F 7.2413 -3.0223 2.1926  -0.259
53 F 5.7697 -1.4419 1.9170  -0.206
54 F 5.6189 -2.8729 3.5816  -0.227
55 H 4.0403 -6.8920 2.7698  0.526
56 H 2.4965 -7.1327 1.9386  0.311
57 H 2.6817 -5.7470 3.1148  0.105
58 H 2.9072 -4.9316 0.8008  -0.037
59 H 4.2531 -6.2158 0.5218  0.352
60 C -0.3216 -4.6484 6.3133  -1.320
61 C 0.6139 -4.4883 5.1274  -0.083
62 O 0.3031 -5.3670 4.0631  -0.288
63 C -0.4469 -4.9348 2.9420  -0.162
64 O -1.0612 -3.8438 2.8332  -0.677
65 C -0.4144 -5.8459 1.7595  0.879
66 F 0.2356 -5.3598 0.7485  -0.210
67 F 0.1742 -6.9901 2.0153  -0.327
68 F -1.6813 -6.0056 1.2898  -0.276
69 H -0.4289 -5.7121 6.5254  0.405
70 H -1.3228 -4.3838 5.9732  0.232
71 H -0.0372 -4.0670 7.1903  0.367
72 H 1.6315 -4.7451 5.4214  0.376
73 H 0.9288 -3.5188 4.7413  0.164
74 C 3.5849 -0.3784 -3.0664  -1.009
75 C 3.9585 -1.8013 -2.6061  0.114
76 O 3.7760 -2.9173 -3.5265  -0.052
77 C 4.5857 -3.1325 -4.5524  0.163
78 O 5.3408 -2.2982 -5.1080  -0.609
79 C 4.4823 -4.5832 -4.9755  0.939
80 F 5.4481 -4.7980 -5.8905  -0.247
81 F 4.5595 -5.3541 -3.8882  -0.203
82 F 3.2804 -4.7488 -5.6298  -0.265
83 H 3.9611 -0.2085 -4.0753  0.442
84 H 4.0503 0.3928 -2.4525  0.284
85 H 2.5144 -0.3897 -2.8617  0.167
86 H 3.3357 -2.2372 -1.8250  0.032
87 H 4.9549 -1.7743 -2.1651  0.264
88 C -1.2758 -1.4314 5.3947  -1.127
89 C -1.3203 -0.2416 4.5187  0.163
90 O -2.5853 0.2639 4.1329  -0.300
91 C -3.3445 -0.4358 3.1616  0.389
92 O -2.8838 -1.3308 2.4443  -0.389
93 C -4.8211 0.0862 2.9333  0.787
94 F -4.8881 0.5265 1.6592  -0.238
95 F -5.6997 -0.8740 3.1707  -0.240
96 F -5.1004 1.1535 3.6973  -0.256
97 H -0.2857 -1.7154 5.7512  0.332
98 H -1.7945 -2.2909 4.9700  0.187
99 H -1.8150 -1.0400 6.2573  0.385
100 H -0.6002 -0.4668 3.7320  -0.016
101 H -0.8550 0.6052 5.0231  0.382
102 C 1.2184 4.1973 -3.2328  -1.486
103 C -0.2498 3.8495 -3.2998  0.451
104 O -0.8876 4.8503 -4.1302  -0.303
105 C -1.3905 6.0007 -3.6139  0.497
106 O -1.3920 6.3305 -2.4033  -0.591
107 C -1.8913 6.9453 -4.7094  0.768
108 F -3.1659 7.3612 -4.5008  -0.235
109 F -1.0925 7.9695 -4.6375  -0.228
110 F -1.8777 6.3528 -5.9346  -0.252
111 H 1.8848 3.5853 -2.6250  0.370
112 H 1.4014 5.1507 -2.7371  0.347
113 H 1.7431 4.2643 -4.1858  0.354
114 H -0.7187 3.7091 -2.3259  -0.025
115 H -0.1829 2.8629 -3.7584  0.304
116 C -1.4388 -9.2308 -1.6339  -1.132
117 C -1.8517 -7.9489 -2.4239  -0.311
118 O -0.8309 -6.9340 -2.1760  -0.129
119 C -0.8522 -5.7927 -2.9761  0.045
120 O -1.7373 -5.5198 -3.7618  -0.563
121 C 0.4349 -4.8939 -2.9065  1.168
122 F 0.9188 -4.5140 -4.1061  -0.242
123 F 0.2079 -3.7989 -2.0988  -0.217
124 F 1.3859 -5.5572 -2.3107  -0.259
125 H -1.1958 -9.2338 -0.5714  0.282
126 H -0.6422 -9.7025 -2.2093  0.308
127 H -2.2718 -9.9331 -1.6660  0.386
128 H -2.7945 -7.5229 -2.0808  0.300
129 H -2.0096 -8.0824 -3.4941  0.382
130 C -7.0314 1.8164 -5.9525  -1.220
131 C -6.4348 1.1245 -4.7340  -0.135
132 O -5.2744 1.7457 -4.2365  -0.226
133 C -5.5477 2.7390 -3.3824  0.125
134 O -6.6699 3.1282 -3.0404  -0.544
135 C -4.3418 3.3053 -2.5773  1.079
136 F -3.1981 2.6433 -2.8574  -0.195
137 F -4.3196 4.5988 -2.8120  -0.264
138 F -4.6501 3.0916 -1.3328  -0.266
139 H -6.3654 2.1118 -6.7633  0.312
140 H -7.5555 2.7021 -5.5933  0.332
141 H -7.8447 1.2745 -6.4351  0.379
142 H -6.1205 0.1733 -5.1636  0.323
143 H -7.2451 0.9352 -4.0300  0.317

Cartesian forces, eV/Å:
C -1.1 -0.8 0.8
O 1.2 -1.7 -2.6
P -0.1 0.0 0.2
O 1.0 2.2 0.0
O -1.6 0.7 1.5
C 0.2 0.4 -2.2
O 0.0 -0.6 0.6
C -0.3 0.3 -0.1
H 0.5 0.2 0.2
H -0.4 0.6 0.3
H 0.0 -0.3 -0.1
H 0.4 -0.2 0.8
H -0.5 -0.2 0.1
H -0.1 -0.1 0.3
H 0.4 0.0 0.6
H 0.0 0.0 -0.3
H 0.4 -0.6 -0.3
C 0.0 -1.3 0.9
C -0.5 0.8 0.4
O 2.4 -1.1 -1.6
C -1.6 0.5 0.5
O 0.1 0.6 1.3
C -2.5 1.2 0.6
F 1.6 0.5 -0.5
F 0.4 -1.1 -0.9
F 0.1 -0.3 0.6
H -0.2 0.2 -0.3
H 0.0 0.0 0.0
H 0.0 -0.1 -0.1
H 0.3 -0.3 -0.4
H -0.3 0.6 -0.3
C -0.3 -0.6 -1.1
C 2.0 2.2 -2.9
O -2.5 -3.5 3.5
C -0.4 -0.9 -4.4
O 1.0 3.3 2.9
C 2.1 0.1 1.1
F -0.9 0.0 0.0
F -0.3 0.1 0.3
F -0.6 -0.1 -0.2
H 0.0 -0.1 0.4
H 0.0 -0.3 -0.1
H 0.3 0.3 0.1
H 0.0 -0.7 -0.6
H -0.6 0.2 0.8
C 0.8 0.1 -1.3
C 0.0 -0.2 1.7
O 1.5 3.0 -0.4
C -4.0 -3.8 -3.1
O 1.3 0.1 3.6
C -0.6 -0.7 -0.4
F 1.3 0.3 0.1
F 0.3 0.7 0.6
F -0.2 0.4 -0.5
H -0.2 -0.1 0.4
H -0.2 0.1 0.4
H -0.2 -0.3 -0.1
H 0.5 0.0 -0.5
H -0.3 0.4 -0.5
C -0.7 0.2 -1.0
C 1.5 -0.4 -0.8
O 0.2 -0.4 0.5
C -0.2 -0.8 -0.7
O -0.2 1.2 0.6
C -1.1 2.1 4.2
F 1.7 1.4 -3.5
F 0.2 -2.5 0.2
F -0.6 -0.9 -0.6
H 0.5 0.0 0.3
H -0.1 0.4 0.2
H 0.0 -0.1 0.0
H 0.2 -0.9 0.5
H -1.4 0.8 0.0
C -0.3 -1.4 0.4
C 0.4 0.0 1.0
O 0.8 0.1 -1.0
C 1.8 3.9 -0.5
O -2.3 -2.8 1.8
C -0.7 0.9 -1.3
F -0.4 -0.9 0.9
F 0.1 -0.4 -1.2
F 1.1 -0.4 0.9
H -0.6 0.0 -0.1
H 0.1 -0.3 0.3
H -0.2 0.9 -0.9
H -0.1 1.0 0.2
H 0.3 -0.6 -0.6
C -1.7 0.0 1.4
C 2.8 0.4 -1.0
O -2.9 -1.2 -1.8
C 3.1 -1.7 -0.8
O -1.8 2.8 2.3
C 1.9 1.0 0.4
F -0.4 -0.6 0.2
F -0.1 0.1 -0.3
F -0.2 -0.4 0.1
H 0.1 0.2 -0.5
H 0.2 0.0 -0.1
H -0.3 -0.8 0.7
H -0.7 0.3 -1.1
H -0.2 0.1 0.2
C 1.4 1.3 1.0
C 1.6 -0.3 0.4
O -1.1 0.8 0.1
C 0.8 -1.5 4.2
O -0.1 -1.1 -4.2
C -1.4 -1.4 -0.3
F 0.9 -0.3 0.0
F 0.6 1.3 -0.8
F 0.3 0.9 0.8
H -0.6 -0.9 0.1
H -0.4 0.5 -0.1
H -0.5 -0.1 -0.3
H -0.1 0.5 -0.2
H -1.3 0.2 -0.7
C -0.5 -0.1 -1.4
C -0.1 0.5 1.6
O 0.7 1.9 -1.5
C -1.4 -1.4 -0.8
O 1.1 -0.4 1.1
C -0.3 0.6 1.6
F -1.1 0.0 0.6
F -0.2 -0.9 -1.6
F 1.2 -0.9 0.4
H 0.2 1.1 -0.2
H 0.2 -0.1 0.3
H -0.2 0.0 -0.3
H 0.0 -0.1 0.3
H 0.5 -0.3 0.0
C -1.0 1.4 0.2
C -1.0 -1.7 -2.7
O 0.0 1.3 1.1
C -2.4 0.1 1.1
O 2.6 -0.9 -1.3
C -1.4 -1.8 -1.7
F -0.1 1.1 0.0
F 1.2 0.8 -0.1
F 0.3 0.0 1.7
H 0.4 -0.1 0.4
H 0.2 0.4 -0.2
H 0.2 -0.7 0.3
H 0.4 -0.2 0.7
H 0.5 0.3 0.5

Properties
- Spin multiplicity: 2
- Frontier orbital gap (spin up / spin down): 2.2 / 6.8 eV
- Charge: -1
- DFT total energy: -6211.5217 Ha